1.
The following is a quantum chemistry calculation of a cluster of 2 separate species, C5H15N2 in total, from the Open Molecules 2025 dataset.

Structure (XYZ):
```
22
Properties=species:S:1:pos:R:3
C -1.780 -0.677 1.567
N -1.516 0.062 0.298
C -2.031 -0.574 -0.945
H -1.339 -0.089 2.367
H -2.853 -0.735 1.713
H -1.346 -1.667 1.505
H -0.495 0.162 0.132
H -1.936 0.989 0.382
H -1.354 -1.368 -1.241
H -2.105 0.154 -1.745
H -3.018 -0.997 -0.767
C 1.666 1.437 0.473
C 1.751 0.249 -0.426
C 1.064 0.176 -1.587
N 2.630 -0.714 -0.017
H 2.556 2.065 0.402
H 1.555 1.199 1.536
H 0.841 2.109 0.220
H 1.305 -0.645 -2.251
H 0.424 0.995 -1.867
H 3.081 -0.661 0.876
H 2.902 -1.468 -0.624
```

Computed properties:
HOMO level, eV: -11.86
Max |F|, eV/Å: 0.94
Gap between HOMO and LUMO, Eh: 0.3233
Lowest unoccupied orbital energy, eV: -3.06
Total charge: +1
M, g mol⁻¹: 103.2
E, hartree: -308.7587

***

2.
The following is a quantum chemistry calculation of a cluster of 2 separate species, C5H15N2 in total in a non-equilibrium geometry, from the Open Molecules 2025 dataset.

Structure (XYZ):
```
22
Properties=species:S:1:pos:R:3
C -1.235 1.731 -0.633
C -0.019 1.323 0.241
C -0.040 -0.139 0.577
C 0.785 -1.073 -0.195
C 2.210 -0.529 -0.559
N 3.011 -0.088 0.611
N -3.886 -1.006 -0.075
H -1.127 1.083 -1.485
H -2.212 1.450 -0.054
H 0.928 1.610 -0.214
H -0.003 1.961 1.110
H -4.302 -0.469 0.660
H -0.171 -0.351 1.645
H 1.009 -2.008 0.313
H 0.284 -1.444 -1.088
H 1.869 0.338 -1.109
H 2.824 -1.244 -1.105
H 3.473 -0.911 1.003
H 2.233 0.088 1.250
H -3.099 -1.583 0.148
H -4.599 -1.592 -0.498
H -1.285 2.777 -0.940
```

Computed properties:
HOMO level, eV: -13.14
Max |F|, eV/Å: 3.99
Gap between HOMO and LUMO, Eh: 0.2079
Lowest unoccupied orbital energy, eV: -7.49
Total charge: +1
M, g mol⁻¹: 103.2
E, hartree: -308.6257

***

3.
The following is a quantum chemistry calculation of a cluster of 2 separate species, C5H15N2 in total in a non-equilibrium geometry, from the Open Molecules 2025 dataset.

Structure (XYZ):
```
22
Properties=species:S:1:pos:R:3
C 0.260 -2.159 -0.085
C 0.653 0.319 -1.408
C -0.127 1.160 0.696
C 2.229 0.650 0.381
C 0.617 -1.088 0.588
N -3.183 -0.026 0.059
N 0.845 0.254 0.048
H -3.577 0.672 -0.568
H 0.110 -3.084 0.445
H 0.096 -2.199 -1.147
H 0.856 1.330 -1.759
H 1.336 -0.366 -1.912
H -0.375 0.059 -1.655
H -1.147 0.816 0.486
H 0.026 1.175 1.776
H 0.000 2.171 0.312
H 2.934 -0.014 -0.119
H 2.419 1.673 0.061
H 2.397 0.583 1.456
H 0.757 -1.115 1.660
H -3.499 -0.929 -0.276
H -3.626 0.116 0.961
```

Computed properties:
HOMO level, eV: -13.77
Max |F|, eV/Å: 1.16
Gap between HOMO and LUMO, Eh: 0.4140
Lowest unoccupied orbital energy, eV: -2.51
Total charge: +1
M, g mol⁻¹: 103.2
E, hartree: -308.7464

***

4.
The following is a quantum chemistry calculation of the ion C5H15N2 with charge +1 in a non-equilibrium geometry, from the Open Molecules 2025 dataset.

Structure (XYZ):
```
22
Properties=species:S:1:pos:R:3
C 1.486 0.585 -1.383
C 1.243 1.074 0.038
C 0.930 -0.106 1.002
C -0.001 -1.230 0.476
C -1.448 -0.863 0.269
N -1.997 -0.098 1.462
N 0.252 0.301 -2.169
H 2.089 -0.327 -1.501
H 2.036 1.394 -1.882
H 0.348 1.704 -0.114
H 2.114 1.580 0.440
H 1.911 -0.577 1.106
H 0.705 0.312 1.992
H -0.027 -1.814 1.409
H 0.347 -1.655 -0.460
H -2.140 -1.697 0.105
H -1.678 -0.263 -0.613
H -2.533 0.703 1.137
H -1.214 0.330 1.966
H -2.707 -0.636 1.954
H 0.598 0.140 -3.100
H -0.313 1.144 -2.132
```

Computed properties:
HOMO level, eV: -12.81
Max |F|, eV/Å: 2.33
Gap between HOMO and LUMO, Eh: 0.3388
Lowest unoccupied orbital energy, eV: -3.60
Total charge: +1
Structure (SMILES): NCCCCC[NH3+]
M, g mol⁻¹: 103.2
E, hartree: -308.7442

***

Question: Which of these has the lowest E?
Answer: number 1

***

Question: What is the lowest unoccupied orbital energy in the second record?
Answer: -7.49 eV

***

Copy entry 1 word for word.
The following is a quantum chemistry calculation of a cluster of 2 separate species, C5H15N2 in total, from the Open Molecules 2025 dataset.

Structure (XYZ):
```
22
Properties=species:S:1:pos:R:3
C -1.780 -0.677 1.567
N -1.516 0.062 0.298
C -2.031 -0.574 -0.945
H -1.339 -0.089 2.367
H -2.853 -0.735 1.713
H -1.346 -1.667 1.505
H -0.495 0.162 0.132
H -1.936 0.989 0.382
H -1.354 -1.368 -1.241
H -2.105 0.154 -1.745
H -3.018 -0.997 -0.767
C 1.666 1.437 0.473
C 1.751 0.249 -0.426
C 1.064 0.176 -1.587
N 2.630 -0.714 -0.017
H 2.556 2.065 0.402
H 1.555 1.199 1.536
H 0.841 2.109 0.220
H 1.305 -0.645 -2.251
H 0.424 0.995 -1.867
H 3.081 -0.661 0.876
H 2.902 -1.468 -0.624
```

Computed properties:
HOMO level, eV: -11.86
Max |F|, eV/Å: 0.94
Gap between HOMO and LUMO, Eh: 0.3233
Lowest unoccupied orbital energy, eV: -3.06
Total charge: +1
M, g mol⁻¹: 103.2
E, hartree: -308.7587